The following is a DFT calculation (wB97M-V/def2-TZVPD) of C2H8N2S2 in the gas phase in a non-equilibrium geometry.

The geometry in XYZ format:
```
14
Properties=species:S:1:pos:R:3:forces:R:3
C 0.42609 0.22047 1.39878 -2.37 -0.37 -0.86
N 0.31997 0.54713 -0.00098 -2.82 -0.55 0.64
N 1.49064 0.70673 -0.60600 0.40 4.88 -0.91
C -0.64722 -0.17201 -0.74233 -0.97 -1.44 -1.13
S -2.30587 0.04573 -0.07727 -0.19 -2.44 1.66
S -0.23519 -2.02104 -0.84160 -0.11 0.06 1.83
H 0.77656 1.10818 1.83755 0.56 0.74 1.22
H -0.58324 -0.10298 1.75539 0.83 0.74 0.05
H 1.03428 -0.62600 1.50593 1.44 -1.11 0.56
H 1.25119 1.36401 -1.34383 1.28 -0.23 -0.23
H 2.04669 -0.01914 -0.87318 1.28 -3.05 -0.91
H -0.86581 0.10264 -1.83938 1.44 -0.11 1.57
H -2.47956 1.07949 -0.75870 -0.67 2.58 -1.40
H -0.22853 -2.23318 0.58562 -0.09 0.29 -2.09
```
Forces are in eV/Å.

The value obtained for the energy above the lowest of the compared OMol25 structures with the same formula, charge and spin is 56.3 kcal/mol. The charge is 0. As for the orbital gap: 0.3423 Eh. The spin multiplicity is 1. The SMILES is CN(N)C(S)S. Its total energy is -986.7928 Ha.